(1)
{"formula": "C3H11NO3", "method": "wB97M-V/def2-TZVPD", "e_above_lowest_kcal_mol": 26.0, "lumo_energy_ev": 0.598, "smiles": "CN(C)C=O.O.O", "total_charge": 0, "spin_multiplicity": 1, "symbols": ["C", "N", "C", "C", "O", "H", "H", "H", "H", "H", "H", "H", "O", "H", "H", "O", "H", "H"], "coordinates": [[-0.88, 1.16, -0.82], [-0.90, -0.04, 0.04], [-1.96, -1.01, -0.21], [-0.39, 0.10, 1.28], [0.01, 1.14, 1.78], [-1.47, 1.93, -0.31], [0.13, 1.57, -0.86], [-1.28, 0.91, -1.79], [-2.23, -0.86, -1.25], [-1.63, -2.01, 0.04], [-2.91, -0.79, 0.29], [-0.41, -0.84, 1.86], [2.63, -1.99, -0.59], [2.55, -1.10, -0.21], [1.98, -1.94, -1.30], [2.37, 0.99, 0.39], [2.89, 1.52, 1.00], [1.48, 1.25, 0.64]], "nbo_charge": [-0.422, -0.430, -0.410, 0.544, -0.640, 0.205, 0.222, 0.206, 0.209, 0.219, 0.192, 0.125, -0.950, 0.490, 0.457, -0.974, 0.477, 0.482]}

(2)
{"formula": "C2H8N4", "method": "wB97M-V/def2-TZVPD", "e_above_lowest_kcal_mol": 24.5, "lumo_energy_ev": 0.860, "smiles": "[H]/N=C/N.[H]/N=C/N", "total_charge": 0, "spin_multiplicity": 1, "symbols": ["H", "N", "C", "N", "H", "H", "H", "H", "N", "C", "N", "H", "H", "H"], "coordinates": [[-2.99, -2.14, 2.19], [-2.31, -2.31, 1.47], [-1.42, -1.40, 1.37], [-0.20, -1.65, 0.82], [-1.58, -0.34, 1.60], [-0.19, -2.60, 0.47], [0.46, -0.91, 0.68], [1.07, 3.53, -0.18], [1.26, 2.53, -0.17], [0.82, 1.85, -1.13], [1.42, 0.68, -1.55], [0.08, 2.11, -1.88], [2.25, 0.25, -1.18], [1.35, 0.42, -2.52]], "nbo_charge": [0.350, -0.773, 0.294, -0.822, 0.141, 0.403, 0.406, 0.360, -0.737, 0.293, -0.832, 0.142, 0.391, 0.385]}

(3)
{"formula": "C24H33N3O5", "method": "wB97M-V/def2-TZVPD", "e_above_lowest_kcal_mol": 26.5, "lumo_energy_ev": 0.591, "smiles": "CC(C)CCN(C(=O)CNC(=O)c1ccco1)[C@@H](C(=O)NC1CCCCC1)c1ccco1", "total_charge": 0, "spin_multiplicity": 1, "symbols": ["C", "C", "C", "C", "C", "N", "C", "O", "C", "N", "C", "O", "C", "C", "C", "C", "O", "C", "C", "O", "N", "C", "C", "C", "C", "C", "C", "C", "C", "C", "C", "O", "H", "H", "H", "H", "H", "H", "H", "H", "H", "H", "H", "H", "H", "H", "H", "H", "H", "H", "H", "H", "H", "H", "H", "H", "H", "H", "H", "H", "H", "H", "H", "H", "H"], "coordinates": [[2.44, 3.46, -2.16], [2.61, 2.12, -1.45], [3.37, 1.15, -2.34], [1.25, 1.51, -1.07], [0.51, 2.32, 0.01], [-0.68, 1.62, 0.46], [-0.76, 0.89, 1.58], [-1.75, 0.21, 1.86], [0.42, 0.88, 2.55], [1.53, 0.12, 2.01], [2.76, 0.66, 1.82], [3.02, 1.81, 2.10], [3.73, -0.26, 1.20], [3.60, -1.52, 0.66], [4.87, -1.87, 0.17], [5.68, -0.81, 0.46], [5.00, 0.16, 1.07], [-1.81, 1.65, -0.47], [-1.83, 0.38, -1.36], [-1.57, 0.44, -2.55], [-2.12, -0.73, -0.69], [-2.04, -2.05, -1.28], [-0.70, -2.71, -0.93], [-0.59, -3.02, 0.56], [-1.74, -3.92, 0.99], [-3.08, -3.25, 0.70], [-3.20, -2.92, -0.79], [-3.11, 1.85, 0.25], [-4.34, 1.29, 0.10], [-5.18, 1.93, 1.03], [-4.40, 2.83, 1.68], [-3.15, 2.80, 1.21], [1.79, 3.35, -3.03], [2.00, 4.21, -1.50], [3.40, 3.84, -2.49], [3.18, 2.29, -0.53], [4.34, 1.56, -2.61], [3.52, 0.20, -1.84], [2.81, 0.97, -3.26], [1.42, 0.50, -0.69], [0.63, 1.43, -1.96], [1.18, 2.51, 0.84], [0.20, 3.29, -0.39], [0.79, 1.88, 2.78], [0.06, 0.41, 3.47], [1.36, -0.85, 1.80], [2.71, -2.12, 0.59], [5.15, -2.78, -0.32], [6.72, -0.64, 0.27], [-1.64, 2.50, -1.14], [-2.29, -0.66, 0.31], [-2.11, -1.92, -2.36], [-0.60, -3.63, -1.50], [0.11, -2.04, -1.24], [-0.64, -2.09, 1.13], [0.36, -3.51, 0.77], [-1.68, -4.87, 0.45], [-1.66, -4.14, 2.06], [-3.16, -2.34, 1.30], [-3.90, -3.91, 1.00], [-3.21, -3.85, -1.36], [-4.14, -2.40, -0.98], [-4.61, 0.52, -0.60], [-6.22, 1.73, 1.20], [-4.61, 3.53, 2.47]], "nbo_charge": [-0.606, -0.225, -0.600, -0.416, -0.217, -0.411, 0.693, -0.663, -0.318, -0.604, 0.617, -0.610, 0.200, -0.285, -0.322, 0.124, -0.370, -0.168, 0.692, -0.633, -0.656, -0.055, -0.404, -0.410, -0.396, -0.405, -0.401, 0.293, -0.302, -0.310, 0.088, -0.407, 0.203, 0.203, 0.210, 0.207, 0.207, 0.205, 0.204, 0.200, 0.227, 0.232, 0.203, 0.252, 0.227, 0.404, 0.226, 0.235, 0.210, 0.243, 0.445, 0.233, 0.204, 0.212, 0.197, 0.202, 0.193, 0.209, 0.203, 0.212, 0.205, 0.213, 0.232, 0.228, 0.203]}

(4)
{"formula": "C6H14O4Tl", "method": "wB97M-V/def2-TZVPD", "lumo_energy_ev": [0.369, -0.963], "s_squared": 0.761, "total_charge": 0, "spin_multiplicity": 2, "symbols": ["C", "O", "C", "C", "O", "C", "C", "O", "C", "Tl", "H", "H", "H", "H", "H", "H", "H", "H", "H", "H", "H", "H", "H", "O", "H"], "coordinates": [[-1.41, 1.95, -1.91], [-1.52, 1.56, -0.58], [-2.31, 0.34, -0.41], [-2.25, -0.06, 1.06], [-1.22, -1.00, 1.30], [1.49, 0.38, 0.85], [1.94, -0.21, -0.47], [0.80, -0.52, -1.27], [1.11, -0.62, -2.65], [-1.03, -1.42, -0.63], [-0.66, 2.76, -1.97], [-1.09, 1.12, -2.55], [-2.37, 2.34, -2.29], [-3.35, 0.60, -0.70], [-3.24, -0.46, 1.36], [-2.09, 0.84, 1.70], [1.28, -0.46, 1.53], [0.65, 1.07, 0.67], [2.52, -1.13, -0.29], [2.56, 0.51, -1.01], [0.17, -0.82, -3.18], [1.54, 0.33, -3.01], [1.81, -1.45, -2.84], [2.55, 1.13, 1.50], [2.72, 1.96, 1.01]], "mulliken_spin": [0.001, 0.042, 0.325, -0.007, 0.068, -0.004, -0.002, -0.036, -0.001, 0.566, 0.002, -0.002, 0.004, 0.008, 0.004, 0.021, 0.000, 0.002, 0.001, 0.003, -0.005, 0.003, 0.006, 0.000, 0.001]}

What are the strongest force on any atom values for these records? In order: 0.0275; 0.0370; 0.0191; 0.1036 Eh/bohr.